No. 1
C6H6 in the gas phase in a non-equilibrium geometry, computed with ωB97M-V with the def2-TZVPD basis set.

The value obtained for the molar mass is 78.114 g mol⁻¹. Its SMILES is C=C=C1C=C1C. The value obtained for the energy is -232.02999 a.u.

Geometry as XYZ:
```
12
Properties=species:S:1:pos:R:3:forces:R:3:mulliken_charge:R:1
C 2.802322 -0.378054 0.013564 -2.012 0.567 -0.602 -1.30
C 1.612670 0.157456 -0.019629 0.514 0.263 0.144 0.08
C 0.452785 0.658198 0.023902 -2.537 0.722 -0.155 0.71
C -0.658593 1.637664 -0.041248 2.087 -0.588 0.341 -0.64
C -0.998288 0.416443 0.027590 -0.044 -2.950 -0.662 0.30
C -1.994359 -0.678274 -0.017596 1.048 -1.102 1.566 -1.03
H 3.118308 -0.567015 0.991250 1.541 -0.675 0.915 0.30
H 3.092035 -0.690478 -0.954053 1.488 -0.602 -0.394 0.28
H -0.795092 2.641032 0.009612 -0.744 2.623 -0.117 0.39
H -1.628999 -1.710871 -0.059510 1.335 0.316 0.429 0.32
H -2.508650 -0.784202 -0.927988 -1.707 1.103 -0.886 0.33
H -2.494135 -0.701901 0.954106 -0.970 0.324 -0.578 0.27
```
Positions in Å, forces in eV/Å.

=====

No. 2
A molecular structure, C6H9BiO4 in a non-equilibrium geometry, computed with ωB97M-V with the def2-TZVPD basis set.

The value obtained for the molar mass is 354.114 g mol⁻¹. As for the total charge: +1. The value obtained for the energy is -748.99076 a.u. Its spin multiplicity is 2.

Geometry as XYZ:
```
20
Properties=species:S:1:pos:R:3:forces:R:3:mulliken_charge:R:1
O 1.607316 2.346705 0.731851 1.562 1.276 0.272 -0.53
C 1.199301 1.242070 1.189903 -5.324 0.043 -0.056 1.00
O 1.790804 0.175694 0.866223 1.080 -1.082 0.356 -0.55
O 0.003281 1.266235 1.747417 3.892 2.864 0.078 -0.33
C -1.118058 0.441459 1.365911 0.534 -0.154 -1.623 -0.88
Bi 3.414905 1.384330 0.113538 1.037 0.062 -0.683 0.98
H -0.518091 -0.159686 0.661757 -1.204 -2.200 1.607 0.47
H -1.677383 0.901505 2.199384 -0.979 -1.589 -0.971 0.58
C -2.761240 -0.874434 2.147570 -0.649 -0.741 2.792 -0.90
C -3.158252 -0.751240 0.817837 0.559 -0.584 -2.087 -0.37
H -2.009884 -1.570469 2.528025 -0.817 -0.700 -0.205 0.37
H -3.444864 -0.474819 2.904077 0.830 0.568 0.244 0.42
H -3.616133 -1.621976 0.335033 0.695 -0.300 -0.177 0.34
C -2.428551 0.157278 -0.025896 -1.914 2.483 0.247 0.19
C -2.176780 -0.382808 -1.420168 0.477 -0.164 0.188 -0.67
O -1.407041 0.545789 -2.161092 0.268 0.168 0.131 -0.52
H -2.763968 1.201777 -0.044240 0.087 -0.161 -0.264 0.38
H -3.146932 -0.558218 -1.915579 0.141 0.023 0.278 0.32
H -1.654139 -1.352581 -1.354581 -0.153 0.181 0.004 0.39
H -0.884207 0.070313 -2.811314 -0.122 0.009 -0.132 0.32
```
Positions in Å, forces in eV/Å.

=====

No. 3
C3H5N5 in the gas phase in a non-equilibrium geometry, computed with ωB97M-V with the def2-TZVPD basis set.

The value obtained for the molar mass is 111.108 g mol⁻¹. Its SMILES is [H]/N=c1/nc[nH]n1N=C. The value obtained for the energy is -390.96621 a.u.

Geometry as XYZ:
```
13
Properties=species:S:1:pos:R:3:forces:R:3:mulliken_charge:R:1
H 1.111126 1.853470 -0.117146 -1.812 1.134 0.359 0.29
N 0.039009 2.046140 -0.050130 3.228 -0.856 -0.762 -0.56
C -0.401256 0.879386 0.023012 -2.567 0.085 1.278 0.31
N -1.861843 0.598729 -0.004146 2.806 -0.645 -0.544 -0.47
C -1.850808 -0.673659 -0.076933 -1.345 -3.133 0.105 0.09
N -0.600283 -1.346370 0.044196 -3.218 -1.816 0.302 -0.42
N 0.286641 -0.377294 0.332578 0.835 1.175 -0.319 0.44
N 1.388052 -0.716987 -0.451782 3.808 2.797 1.220 -0.55
C 2.464736 -0.163527 0.068169 -2.316 -0.819 1.071 -0.42
H -2.785868 -1.313422 -0.301097 1.665 1.108 0.685 0.32
H -0.334205 -2.257610 0.522448 -1.443 1.644 -0.884 0.31
H 2.577144 0.276464 1.102706 -0.959 -0.213 -1.128 0.34
H 3.394733 -0.241632 -0.387420 1.319 -0.463 -1.384 0.32
```
Positions in Å, forces in eV/Å.